No. 1
C3H31O13 | ωB97M-V with the def2-TZVPD basis set

Output
* total charge: -1
* HOMO energy: -5.91 eV
* orbital gap: 7.9 eV
* E_tot: -1111.04169 hartree

Cartesian coordinates (Å):
C (12.9910, 18.7520, 25.4160)
C (13.8190, 17.4510, 25.2550)
C (13.3680, 16.2660, 25.9920)
O (13.5930, 17.1840, 23.8630)
H (13.4900, 19.5950, 25.0340)
H (12.8040, 18.9340, 26.4540)
H (12.1120, 18.8000, 24.8130)
H (14.8610, 17.6050, 25.4540)
H (13.3770, 16.5100, 27.0510)
H (13.9460, 15.3850, 25.9040)
H (12.3820, 15.9520, 25.6900)
O (10.6090, 15.2660, 23.7080)
H (11.0520, 16.0520, 23.5160)
H (11.1450, 14.7770, 24.3070)
O (11.4200, 13.2940, 25.5610)
H (10.8090, 12.5490, 25.7930)
H (12.2940, 12.8980, 25.6580)
O (14.7670, 19.2220, 22.5710)
H (14.5900, 18.6220, 23.2750)
H (15.2310, 18.6510, 21.9730)
O (13.4200, 14.4810, 23.4320)
H (13.2440, 14.1100, 24.2770)
H (13.6810, 15.3720, 23.7100)
O (10.9260, 21.2760, 23.9960)
H (11.7460, 20.8390, 24.2970)
H (10.4020, 21.0510, 24.7220)
O (9.0110, 17.7670, 23.5820)
H (8.6620, 17.0120, 23.1650)
H (9.9340, 17.7550, 23.2550)
O (16.2490, 16.0850, 23.8950)
H (15.2870, 16.3180, 23.9610)
H (16.7670, 16.8500, 23.5790)
O (14.8710, 16.6080, 21.4040)
H (15.3550, 15.8170, 21.5450)
H (14.5000, 16.9010, 22.2650)
O (10.3500, 17.4480, 26.3500)
H (10.2000, 17.0150, 25.5060)
H (11.1300, 17.8870, 26.2180)
O (14.0500, 12.7620, 25.5050)
H (14.4030, 11.8590, 25.3070)
H (14.1890, 12.7930, 26.4350)
O (11.5810, 17.6360, 22.2050)
H (12.3310, 17.4160, 22.8250)
H (11.7340, 18.4740, 21.8940)
O (10.6660, 14.9520, 27.4490)
H (10.9650, 15.8180, 27.0910)
H (10.8390, 14.3030, 26.7390)

Atomic partial charges in e from the Löwdin method, atoms 1 to 5:
1 C -0.05
2 C -0.48
3 C -0.07
4 O -0.38
5 H 0.06

No. 2
C3H32NO11S2 | ωB97M-V with the def2-TZVPD basis set

Output
* total charge: +1
* HOMO energy: -11.43 eV
* orbital gap: 8.7 eV
* E_tot: -1812.00654 hartree

Cartesian coordinates (Å):
N (2.1827, 0.9419, -1.1951)
C (1.6492, 1.0659, -2.6636)
C (0.3059, 1.8150, -2.5787)
C (1.4595, -0.3219, -3.1781)
S (2.9242, -1.5109, -3.0242)
S (2.0104, -3.1067, -2.2378)
H (1.9456, 1.7287, -0.4984)
H (1.7766, 0.0220, -0.8367)
H (3.1910, 0.9106, -1.2797)
H (2.4190, 1.6858, -3.2243)
H (-0.5728, 1.1541, -2.5363)
H (0.3474, 2.3374, -1.6229)
H (0.3533, 2.4699, -3.4341)
H (0.5318, -0.8163, -2.8568)
H (1.2013, -0.1437, -4.2883)
H (1.5805, -2.9119, -0.9890)
H (-3.0992, -2.8674, 0.1911)
H (-1.7308, -2.9929, -0.0135)
O (-2.5136, -2.8572, -0.5801)
H (-0.1410, 2.3338, 1.7940)
H (0.6452, 1.0736, 1.8349)
O (0.6650, 1.9396, 1.4203)
H (3.9252, 0.1467, 2.0853)
H (4.4664, 0.7524, 0.8143)
O (3.6725, 0.7442, 1.3698)
H (-2.6040, 0.1815, -1.7742)
H (-2.2950, -1.4339, -1.5778)
O (-2.2318, -0.6274, -2.1231)
H (-1.7632, 0.6570, 2.7941)
H (-1.0663, -0.7085, 2.9438)
O (-0.9371, 0.1540, 2.5298)
H (1.1331, -2.2534, 1.8355)
H (0.7641, -3.3079, 2.8804)
O (1.1381, -2.4171, 2.7934)
H (1.8783, 3.4146, 0.6341)
H (0.8160, 3.9892, -0.3318)
O (1.5411, 3.3525, -0.2694)
H (-2.4570, -3.0135, 2.9386)
H (-1.2337, -3.8242, 2.3951)
O (-1.9778, -3.2736, 2.1479)
H (-0.9653, -0.4096, -0.7989)
H (-0.1241, -0.1968, 0.4822)
O (-0.0448, -0.3288, -0.4740)
H (-1.6664, 2.6726, 3.7588)
H (-2.6240, 3.1061, 2.7770)
O (-1.9384, 2.4172, 2.8599)
H (-4.7185, -1.1521, 0.1701)
H (-3.9542, 0.1281, 0.6897)
O (-3.8646, -0.7186, 0.2471)

Atomic partial charges in e from the Löwdin method, atoms 1 to 5:
1 N 0.13
2 C -0.37
3 C -0.03
4 C -0.49
5 S 0.43

No. 3
C3H32NO13S2 | ωB97M-V with the def2-TZVPD basis set

Output
* ⟨S²⟩: 0.75
* total charge: 0
* HOMO energy (alpha / beta): -9.86 / -9.86 eV
* orbital gap (alpha / beta): 8.4 / 4.1 eV
* 2S+1: 2
* E_tot: -1962.53249 hartree

Cartesian coordinates (Å):
N (1.2446, -1.2464, 1.7757)
C (1.2710, -0.2313, 0.6603)
C (0.3704, -0.6040, -0.4901)
O (-0.9965, -0.2164, -0.3228)
C (2.7854, -0.1837, 0.1659)
S (3.6922, 1.1800, 1.0310)
S (2.5959, 2.9207, 0.9438)
H (1.5028, -0.6883, 2.5551)
H (0.2614, -1.6104, 1.9530)
H (1.0350, 0.7363, 1.1320)
H (0.6240, -0.0521, -1.3940)
H (0.2833, -1.7045, -0.6515)
H (2.6503, 0.0740, -0.8528)
H (3.2426, -1.2149, 0.1089)
H (1.5452, 2.7580, 1.9401)
H (-3.1626, 2.4308, 2.2235)
H (-3.1808, 2.8055, -1.4331)
O (-2.6306, 2.1785, 1.5844)
H (-1.1421, 2.7362, 2.0139)
H (-0.6081, 2.9423, 3.4410)
O (-0.3998, 3.0774, 2.5153)
H (1.3446, -3.2843, -1.4256)
H (1.5836, -2.8550, 0.1926)
O (1.3323, -3.5394, -0.5019)
H (0.6130, 0.9225, 4.0859)
H (-0.3375, 0.1853, 3.5387)
O (0.2135, 0.0785, 4.3803)
H (-1.1608, 2.9615, -2.1946)
H (0.3321, 3.2343, -2.6214)
O (-0.4803, 3.0191, -2.9992)
H (-0.4694, 0.4822, -2.6946)
H (0.1033, 1.4571, -3.7327)
O (0.0200, 0.4601, -3.5475)
H (-0.2265, -1.3541, -3.6751)
H (-0.7549, -2.2620, -2.4346)
O (-0.0815, -2.1998, -3.0916)
H (-1.8166, -1.5173, 0.6560)
H (-3.1159, -1.8457, 0.8705)
O (-2.2916, -2.1075, 1.2467)
H (-2.1585, 2.4460, -0.1332)
H (-2.0300, -0.4720, 2.2556)
O (-2.2794, 2.4802, -1.1671)
H (-1.0251, 0.1905, 0.7196)
H (-2.2552, 1.2415, 2.0420)
O (-1.3294, 0.2246, 2.1602)
H (-1.7247, -3.5050, 0.4424)
H (-0.2302, -3.7200, -0.0792)
O (-1.1413, -4.0524, -0.1476)
H (2.9535, -1.6632, -3.3065)
H (2.3405, -0.3603, -4.1140)
O (3.0889, -0.7332, -3.6237)

Atomic partial charges in e from the Löwdin method, atoms 1 to 5:
1 N 0.11
2 C -0.39
3 C -0.24
4 O -0.16
5 C -0.38

No. 4
C3H35N2O13 | ωB97M-V with the def2-TZVPD basis set

Output
* total charge: +1
* HOMO energy: -12.69 eV
* orbital gap: 10.2 eV
* E_tot: -1222.61374 hartree

Cartesian coordinates (Å):
N (-0.6775, -1.0914, 0.6950)
C (0.5095, -1.8855, 1.2295)
C (-0.0277, -2.9600, 2.1029)
O (-0.8204, -2.1657, 2.9233)
C (1.2285, -2.4315, -0.0704)
N (1.5042, -1.4483, -1.1653)
H (-1.2279, -0.6364, 1.3544)
H (-1.4223, -1.8265, 0.3906)
H (-0.5549, -0.4669, -0.0126)
H (1.1246, -1.0823, 1.7352)
H (0.7650, -3.5498, 2.5646)
H (-0.8871, -3.6126, 1.7498)
H (-0.6072, -2.0015, 3.8423)
H (2.1802, -2.9412, 0.3575)
H (0.6067, -3.1806, -0.5743)
H (0.6940, -1.0287, -1.5312)
H (2.0506, -0.8133, -0.6693)
H (-3.8330, -2.8824, 1.3078)
H (-3.0703, -3.5541, 0.1621)
O (-3.4094, -2.7367, 0.4765)
H (1.6506, -0.3246, -2.7969)
H (0.9283, -0.6727, -4.1488)
O (1.3427, 0.0709, -3.6109)
H (-2.1148, -0.7899, -2.0465)
H (-0.7078, -0.6230, -2.6707)
O (-1.2316, -1.1423, -2.0305)
H (3.0545, 0.9938, 0.2362)
H (1.6642, 1.3334, 0.2478)
O (2.4652, 1.8473, 0.1918)
H (1.7578, -0.3121, 3.6056)
H (1.9632, 0.0644, 5.0150)
O (1.5122, -0.6465, 4.4513)
H (1.0902, 1.8044, -4.1604)
H (1.6695, 3.1455, -4.3120)
O (0.9100, 2.6378, -4.5059)
H (4.8205, -0.7687, 1.6675)
H (3.7789, 0.1609, 2.4083)
O (3.8121, -0.7309, 1.9604)
H (-0.7814, 2.6883, -3.6613)
H (-1.7565, 1.6520, -4.2616)
O (-1.3435, 1.9523, -3.4949)
H (-0.1584, 4.2061, 2.1736)
H (-1.3753, 4.3512, 1.4416)
O (-0.7478, 3.6767, 1.5120)
H (-4.6046, 2.6702, -0.9386)
H (-3.7161, 2.0400, 0.1367)
O (-3.7988, 2.3556, -0.7264)
H (-0.6400, 1.3699, -2.1541)
H (-0.3212, 2.0022, -0.8565)
O (-0.2269, 1.1460, -1.3362)
H (-0.9151, 1.7389, 2.9024)
H (-0.3187, 1.9456, 1.5362)
O (-0.5682, 1.2780, 2.1494)

Atomic partial charges in e from the Löwdin method, atoms 1 to 5:
1 N 0.20
2 C -0.24
3 C -0.20
4 O -0.07
5 C -0.16

No. 5
C3H36NO13S2 | ωB97M-V with the def2-TZVPD basis set

Output
* ⟨S²⟩: 0.75
* total charge: 0
* HOMO energy (alpha / beta): -2.24 / -8.86 eV
* orbital gap (alpha / beta): 2.6 / 9.0 eV
* 2S+1: 2
* E_tot: -1964.99353 hartree

Cartesian coordinates (Å):
N (-1.9976, -0.5879, 2.0217)
C (-3.4368, -0.2371, 1.7843)
C (-4.0066, -1.0719, 0.6640)
S (-5.4758, -0.4293, -0.1453)
S (-1.8139, 1.8851, -1.9727)
C (-2.4678, 0.4720, -2.8982)
H (-1.4072, 0.2119, 2.2700)
H (-1.6396, -1.0210, 1.1327)
H (-1.7591, -1.3392, 2.7000)
H (-3.4171, 0.8426, 1.6286)
H (-4.0327, -0.4123, 2.6818)
H (-3.3018, -1.0346, -0.1557)
H (-4.3036, -2.0889, 0.8997)
H (-2.6079, -0.4283, -2.3071)
H (-1.8350, 0.1772, -3.7408)
H (-3.4284, 0.8347, -3.2506)
H (1.0790, -3.2360, -0.6495)
H (0.5493, -3.9619, -1.9213)
O (0.5906, -3.1050, -1.4799)
H (1.8816, 0.8600, -1.2779)
H (2.7770, 0.2338, -0.2201)
O (2.1805, 0.9924, -0.3566)
H (2.7491, 0.0659, 2.8333)
H (3.9116, -0.8625, 2.8624)
O (2.9567, -0.8661, 3.0183)
H (1.4174, -1.7646, -2.3046)
H (2.7782, -1.1382, -2.0954)
O (1.8793, -0.8967, -2.3521)
H (-0.9155, 1.4189, -0.0130)
H (-5.5468, 0.7645, 0.5177)
O (-1.8268, 1.3342, -0.3529)
H (-0.0606, -0.8784, -0.9651)
H (-1.4830, -0.7465, -1.0141)
O (-0.8255, -1.1052, -0.4042)
H (0.9434, 0.9906, 0.7692)
H (0.4609, 1.7878, 2.0452)
O (0.4039, 0.8949, 1.5912)
H (3.4983, 2.5752, -2.9668)
H (3.8511, 1.2702, -3.6970)
O (3.4027, 1.6185, -2.9140)
H (0.2840, 4.1384, 1.9699)
H (1.4261, 3.2904, 2.5112)
O (0.4571, 3.2985, 2.4166)
H (-0.4253, -2.5455, 4.6435)
H (0.2154, -1.6944, 3.5214)
O (-0.6226, -1.8715, 3.9785)
H (0.4777, -1.6890, 0.9833)
H (1.9305, -1.6946, 1.6596)
O (1.3109, -2.1540, 1.0735)
H (3.9708, 3.5519, 1.0980)
H (2.8666, 2.6613, 0.5818)
O (3.0448, 3.3422, 1.2607)
H (1.6254, -0.5047, -5.9206)
H (1.5342, 0.0951, -4.5551)
O (2.1830, -0.2427, -5.1870)

Atomic partial charges in e from the Löwdin method, atoms 1 to 5:
1 N 0.15
2 C -0.22
3 C -0.57
4 S 0.72
5 S 0.82

No. 6
C3H38NO16 | ωB97M-V with the def2-TZVPD basis set

Output
* total charge: +1
* HOMO energy: -13.20 eV
* orbital gap: 10.9 eV
* E_tot: -1395.42404 hartree

Cartesian coordinates (Å):
O (-1.7596, 3.3346, -0.5539)
C (-0.8108, 3.4983, 0.1631)
C (-0.2133, 2.2983, 0.8682)
N (-0.7522, 1.0720, 0.2653)
C (0.0157, -0.1273, 0.5525)
H (-0.4554, 4.4975, 0.4185)
H (0.8635, 2.3694, 0.7642)
H (-0.5069, 2.3149, 1.8947)
H (-1.7456, 1.0460, 0.5464)
H (-0.8434, 1.2817, -0.7209)
H (0.1754, -0.2349, 1.6170)
H (0.9923, -0.1725, 0.0723)
H (-0.5149, -0.9913, 0.1929)
H (4.6697, -0.5253, 0.7407)
H (3.4200, -0.4842, -0.0795)
O (3.8539, 0.0014, 0.6906)
H (3.2913, 3.4895, 1.7768)
H (2.7604, 2.0367, 1.7177)
O (2.4710, 2.9479, 1.8716)
H (-1.4013, -0.7976, -3.1626)
H (-0.6625, -2.0815, -2.7486)
O (-0.5979, -1.3111, -3.3665)
H (-3.8724, 2.1496, 0.3174)
H (-3.2158, 2.9958, 1.4399)
O (-3.3735, 2.0867, 1.1579)
H (-0.1197, -3.7466, -0.7088)
H (0.7199, -3.9259, -2.0562)
O (0.1063, -3.3546, -1.5813)
H (-3.4323, -1.1030, -0.0934)
H (-4.1704, 0.1571, -0.5593)
O (-3.3817, -0.3455, -0.6305)
H (-0.8379, 1.4368, -3.6985)
H (-1.4745, 2.3949, -2.7454)
O (-1.4883, 1.4638, -2.9969)
H (0.7441, -0.7242, 2.7710)
H (2.3098, -0.5955, 3.0217)
O (1.6281, -0.9810, 2.4374)
H (-3.1152, -2.2885, 1.2905)
H (-1.5557, -2.4826, 1.2081)
O (-2.2772, -1.8430, 1.2764)
H (-1.1341, 0.1359, 3.5554)
H (-1.5026, -0.7152, 2.3119)
O (-0.8186, -0.1164, 2.6701)
H (0.2139, -3.5396, 1.4336)
H (-0.6806, -4.7250, 1.4135)
O (-0.6369, -3.8709, 1.0150)
H (2.1760, -3.6513, 2.5291)
H (1.5270, -2.2656, 2.5774)
O (1.3227, -3.2115, 2.5120)
H (3.3139, -2.5484, -1.9769)
H (2.7080, -1.1307, -2.1478)
O (3.1590, -1.6889, -1.5091)
H (0.7739, -0.4306, -2.8166)
H (2.0242, -0.4909, -3.7300)
O (1.6533, -0.0011, -2.9772)
H (1.0542, 1.6054, -2.4962)
H (1.4457, 3.1015, -2.2678)
O (0.8249, 2.4236, -1.9777)

Atomic partial charges in e from the Löwdin method, atoms 1 to 5:
1 O 0.05
2 C -0.20
3 C -0.10
4 N 0.04
5 C -0.04

No. 7
C3H39NO15 | ωB97M-V with the def2-TZVPD basis set

Output
* total charge: 0
* HOMO energy: -9.72 eV
* orbital gap: 9.6 eV
* E_tot: -1321.11133 hartree

Cartesian coordinates (Å):
C (1.3621, 2.1834, 1.3081)
N (0.7441, 0.8684, 1.0839)
C (-0.7000, 0.9409, 1.3696)
C (0.9144, 0.4121, -0.2939)
H (1.2902, 2.4674, 2.3740)
H (0.8929, 2.9851, 0.7311)
H (2.4393, 2.1426, 1.0530)
H (-1.1150, -0.0656, 1.4190)
H (-0.8770, 1.4089, 2.3435)
H (-1.2190, 1.5208, 0.6101)
H (0.4253, -0.5480, -0.3809)
H (1.9751, 0.3076, -0.5446)
H (0.5365, 1.0962, -1.0660)
H (-2.3960, 0.9385, -3.0938)
H (-1.3231, 1.5801, -2.2130)
O (-1.6178, 0.7043, -2.5749)
H (2.1801, 2.8944, -2.8002)
H (2.4853, 2.6101, -1.3155)
O (1.9247, 3.1431, -1.9062)
H (-2.4320, -1.7225, 2.8929)
H (-1.2718, -0.9042, 3.5037)
O (-2.2434, -0.9662, 3.4733)
H (0.3862, -2.5638, 2.1979)
H (1.4079, -2.8326, 1.0389)
O (0.5667, -3.1670, 1.4370)
H (0.7618, -0.3689, 2.4750)
H (1.1150, -0.8950, 3.8814)
O (0.4944, -1.0248, 3.1538)
H (1.1659, -2.7290, -1.9963)
H (1.5630, -1.3953, -2.7497)
O (1.9257, -2.1695, -2.2595)
H (2.4897, -1.0652, 0.5676)
H (2.5234, -2.0701, -0.6166)
O (2.7234, -1.9767, 0.3491)
H (-0.1892, 0.0439, -3.2834)
H (0.3411, -0.6623, -4.5395)
O (0.6512, -0.2518, -3.7265)
H (0.2501, 3.1872, -1.6013)
H (-1.0503, 3.9632, -2.0221)
O (-0.7462, 3.1387, -1.6249)
H (-3.1209, 2.6767, 1.6060)
H (-2.1591, 3.3181, 0.6278)
O (-2.7552, 3.5461, 1.3506)
H (3.9180, 0.2553, -1.1769)
H (4.6955, 1.1091, -0.1516)
O (4.0261, 1.1542, -0.8414)
H (-1.6575, -2.2664, -1.2921)
H (-2.1094, -0.7725, -1.5328)
O (-2.3720, -1.6211, -1.1379)
H (-2.4027, -2.4124, 0.4914)
H (-1.2529, -3.0985, 1.2936)
O (-2.2122, -2.9208, 1.3046)
H (-3.5290, 0.0219, 1.1201)
H (-3.1286, 0.1841, 2.5575)
O (-3.5130, 0.7017, 1.8052)
H (-0.0202, -3.3363, -0.2056)
H (-0.4875, -4.3123, -1.3154)
O (-0.2738, -3.3854, -1.1571)

Atomic partial charges in e from the Löwdin method, atoms 1 to 5:
1 C -0.07
2 N -0.30
3 C -0.11
4 C -0.10
5 H 0.10

No. 8
C3H3AgO2 | ωB97M-V with the def2-TZVPD basis set

Output
* total charge: 0
* HOMO energy: -6.82 eV
* orbital gap: 5.4 eV
* E_tot: -413.40089 hartree

Cartesian coordinates (Å):
C (-0.8298, -0.6393, 0.1803)
C (-1.0303, 0.7711, 0.0806)
H (-1.5873, 1.1935, -0.7644)
H (-1.5271, -1.4495, -0.0206)
H (-0.9931, 1.3873, 0.9870)
O (1.4934, -1.4494, 0.1805)
C (0.5687, -0.6574, -0.1344)
O (0.8148, 0.6757, -0.2477)
Ag (3.0906, 0.1681, -0.2613)

Atomic partial charges in e from the Löwdin method, atoms 1 to 5:
1 C -0.13
2 C 0.03
3 H 0.09
4 H 0.08
5 H 0.09